The following is a quantum chemistry calculation of a molecular structure, C10H22ClMgN2O4 at a distorted geometry, from OMol25.

XYZ file:
```
40
Properties=species:S:1:pos:R:3:nbo_charge:R:1
Mg -1.6076 3.0746 2.4554 0.916
Cl -2.4071 0.9376 1.8013 -0.901
C 2.7403 0.4466 0.0589 0.522
O 3.8505 0.2663 0.5830 -0.638
N 1.8519 -0.5658 -0.2282 -0.429
C 0.4901 -0.1786 -0.7574 -0.419
C 2.0349 -2.0023 0.0686 -0.434
H 2.2750 1.4128 -0.1907 0.120
H 0.1706 -0.9581 -1.4491 0.207
H 0.4732 0.8400 -1.1449 0.214
H -0.2312 -0.1492 0.0592 0.217
H 1.3173 -2.7224 -0.3246 0.220
H 3.0452 -2.4071 0.0101 0.233
H 1.9589 -2.1132 1.1503 0.188
C 1.1146 1.4536 3.3809 0.577
O 0.1166 2.1857 3.1622 -0.808
N 1.1515 0.1787 3.9371 -0.398
C 2.3800 -0.6647 3.9491 -0.405
C -0.0629 -0.6076 4.2802 -0.460
H 2.0923 1.9155 3.1740 0.158
H 3.1193 0.0789 3.6516 0.216
H 2.4535 -1.4763 3.2252 0.210
H 2.6843 -1.0692 4.9144 0.212
H -0.3235 -0.6721 5.3367 0.213
H -0.9183 -0.0380 3.9170 0.254
H -0.2315 -1.5644 3.7861 0.221
O -0.6966 0.4336 -5.1854 -0.620
C -1.5737 -0.2538 -4.6056 0.794
O -2.3634 0.1573 -3.6212 -0.506
C -2.3870 1.5184 -3.2170 -0.076
C -2.7780 1.6682 -1.6742 -0.637
C -1.6562 -1.7480 -4.8389 -0.722
H -3.0483 2.0810 -3.8761 0.185
H -1.4104 1.9903 -3.3245 0.194
H -3.6443 1.0425 -1.4593 0.219
H -3.0816 2.6918 -1.4547 0.220
H -2.0735 1.2156 -0.9765 0.228
H -0.8635 -2.2302 -4.2667 0.240
H -1.3211 -2.1040 -5.8130 0.247
H -2.6404 -2.0642 -4.4934 0.231
```

Results
multiplicity	2
E	-39864.265	eV
LUMO (alpha / beta)	0.4 / -0.4	eV
orbital gap (alpha / beta)	0.2399 / 0.3307	Eh
net charge	0
expectation value of S²	0.7505
relative energy (zero: lowest compared OMol25 entry of this formula, charge and spin)	4.6	kcal/mol